DFT (wB97M-V/def2-TZVPD) results for C9H6CdN2O5 as an isolated structure.

Each line ends with the natural charge from an NBO analysis.
Cartesian coordinates (Å):
O -2.988 -2.659 0.416  -0.3214
C -1.971 -2.255 0.034  0.4259
Cd 0.087 -1.247 -0.655  1.4899
O 1.275 -4.082 -2.286  -0.3206
C 0.934 -3.118 -1.765  0.3994
C 2.338 -0.533 -1.552  0.4075
O 3.355 -0.124 -1.942  -0.3668
C 1.446 -1.890 0.904  0.3939
O 2.044 -2.194 1.817  -0.3062
C -0.399 -0.606 -2.673  0.3939
O -0.782 -0.231 -3.673  -0.3038
C -1.404 0.340 2.092  -0.6520
C -0.627 1.177 1.126  0.4047
N 0.065 0.772 0.061  -0.7293
C 0.657 1.858 -0.567  -0.1105
C 0.287 2.962 0.162  -0.0313
N -0.508 2.503 1.186  -0.4677
H -1.007 0.568 3.077  0.2728
H -2.441 0.654 2.003  0.2681
H -1.290 -0.709 1.853  0.2002
H 1.281 1.762 -1.459  0.2345
H 0.574 3.973 -0.037  0.2690
H -0.926 3.076 1.879  0.4498

Values from the calculation:
- Lowest unoccupied orbital energy: -0.2966 Eh
- Net charge: +2
- HOMO: -16.29 eV
- Kohn-Sham gap: 8.2 eV